#P
The following is a quantum chemistry calculation of 2 unconnected molecules or ions with the total composition C4H12N4, from the Open Molecules 2025 dataset.

XYZ file:
```
20
C4H12N4, DFT ωB97M-V/def2-TZVPD
C -1.30 -1.18 1.32
N -0.60 -0.15 1.52
N 0.45 0.21 0.81
N 0.83 1.52 1.05
C 0.87 -0.47 -0.48
C 1.96 -1.51 -0.20
H -2.11 -1.36 2.00
H -1.14 -1.92 0.53
H 0.39 2.16 0.34
H 1.84 1.59 1.05
H 0.02 -0.95 -0.97
H 1.25 0.32 -1.15
H 1.56 -2.31 0.42
H 2.78 -1.05 0.35
H 2.33 -1.92 -1.13
C -1.83 1.21 -1.44
N -1.47 2.11 -0.64
H -1.42 1.24 -2.44
H -2.55 0.41 -1.23
H -1.87 2.04 0.30
```

Output
SMILES string: C=NN(N)CC.C=N
Kohn-Sham gap, eV: 9.147
E_HOMO, eV: -8.161



#Q
The following is a quantum chemistry calculation of a single C4H12N4 molecule, from the Open Molecules 2025 dataset.

XYZ file:
```
20
C4H12N4, DFT ωB97M-V/def2-TZVPD
C -1.17 -1.63 0.95
C -0.53 -0.98 -0.25
C 0.96 -1.10 -0.46
N 0.95 0.45 -0.89
N 1.94 1.42 -0.73
C -0.31 0.65 -0.17
N -1.31 1.40 -0.86
N -0.18 1.18 1.15
H -0.58 -1.48 1.86
H -1.26 -2.71 0.79
H -2.16 -1.22 1.11
H -1.09 -1.20 -1.16
H 1.53 -1.29 0.45
H 1.33 -1.68 -1.30
H 2.36 1.40 0.20
H 2.66 1.27 -1.43
H -1.27 1.22 -1.85
H -1.16 2.40 -0.71
H -1.09 1.31 1.57
H 0.39 0.59 1.74
```

Output
SMILES string: C[C@@H]1CN(N)C1(N)N
Kohn-Sham gap, eV: 9.472
E_HOMO, eV: -8.455



Relative energies, unit hartree: #P 0.0682; #Q 0.0000



#P
The following is a quantum chemistry calculation of a single C5H8OS molecule, from the Open Molecules 2025 dataset.

XYZ file:
```
15
C5H8OS, DFT ωB97M-V/def2-TZVPD
C -1.14 -0.51 -0.78
C -0.22 0.38 0.04
O -0.27 1.75 -0.19
C 0.32 -0.03 1.32
C 1.27 -0.38 0.18
C 2.56 0.35 0.23
S 4.06 0.08 -0.37
H -2.07 -0.79 -0.16
H -0.61 -1.47 -1.10
H -1.50 0.07 -1.72
H -0.58 1.80 -1.08
H -0.23 -0.93 1.91
H 0.62 0.66 2.10
H 1.31 -1.49 -0.06
H 2.42 1.35 0.59
```

Output
SMILES string: C[C@@]1(O)C[C@@H]1C=S
Kohn-Sham gap, eV: 8.365
E_HOMO, eV: -8.300



#Q
The following is a quantum chemistry calculation of a single C5H8OS molecule, from the Open Molecules 2025 dataset.

XYZ file:
```
15
C5H8OS, DFT ωB97M-V/def2-TZVPD
C 0.54 -0.48 1.30
C 0.10 -0.26 -0.19
C 1.14 -0.66 -1.26
C -0.44 1.14 -0.20
C -1.66 1.24 0.26
S -2.46 -0.29 0.21
O -1.03 -1.17 -0.35
H 0.58 -1.51 1.55
H -0.23 -0.06 1.80
H 1.40 0.07 1.45
H 1.51 -1.69 -1.20
H 1.98 0.06 -1.37
H 0.60 -0.49 -2.21
H 0.18 2.04 -0.31
H -2.19 2.05 0.53
```

Output
SMILES string: CC1(C)C=CSO1
Kohn-Sham gap, eV: 8.629
E_HOMO, eV: -8.013



Relative energies, unit hartree: #P 0.0134; #Q 0.0000



#P
The following is a quantum chemistry calculation of a single C5H8OS molecule, from the Open Molecules 2025 dataset.

XYZ file:
```
15
C5H8OS, DFT ωB97M-V/def2-TZVPD
C 1.16 2.14 0.15
C 0.81 0.87 0.10
S 1.90 -0.48 -0.14
C 0.52 -1.65 -0.43
C -0.61 -1.17 0.47
C -0.74 0.33 0.24
O -1.39 0.67 -0.95
H 2.19 2.44 0.02
H 0.43 2.92 0.30
H 0.87 -2.66 -0.19
H 0.25 -1.58 -1.48
H -1.54 -1.69 0.21
H -0.37 -1.36 1.51
H -1.19 0.85 1.10
H -2.30 0.37 -0.90
```

Output
SMILES string: C=C1SCC[C@@H]1O
Kohn-Sham gap, eV: 8.971
E_HOMO, eV: -8.180



#Q
The following is a quantum chemistry calculation of a single C5H8OS molecule, from the Open Molecules 2025 dataset.

XYZ file:
```
15
C5H8OS, DFT ωB97M-V/def2-TZVPD
C -0.66 -0.49 1.99
C -0.54 0.35 0.73
C 0.33 0.16 -0.34
C 1.47 -0.93 -0.47
O 0.46 1.19 -1.27
C -0.66 1.10 -2.13
S -1.07 2.21 -3.22
H -1.67 -0.78 2.21
H -0.42 0.11 2.99
H 0.09 -1.31 2.16
H -1.32 1.24 0.64
H 2.43 -0.28 -0.95
H 1.10 -1.68 -1.19
H 1.80 -1.10 0.62
H -1.33 0.20 -1.78
```

Output
SMILES string: C/C=C(\C)OC=S
Kohn-Sham gap, eV: 9.265
E_HOMO, eV: -9.034



#R
The following is a quantum chemistry calculation of a single C5H8OS molecule, from the Open Molecules 2025 dataset.

XYZ file:
```
15
C5H8OS, DFT ωB97M-V/def2-TZVPD
C 0.59 1.56 0.17
C -0.64 0.43 0.00
C -1.00 -0.21 -1.26
S 0.43 -1.42 -1.49
C 0.94 -1.11 0.46
C -0.38 -0.64 0.90
O -1.23 0.50 1.31
H 1.01 1.29 1.30
H -0.05 2.48 0.24
H 1.34 1.53 -0.68
H -1.89 -0.89 -1.32
H -1.10 0.61 -1.93
H 1.26 -2.12 0.76
H 1.62 -0.39 0.71
H -0.91 -1.60 0.84
```

Output
SMILES string: C[C@@]12CSC[C@H]1O2
Kohn-Sham gap, eV: 9.635
E_HOMO, eV: -9.131



Relative energies, unit hartree: #P 0.0000; #Q 0.0800; #R 0.1745



#P
The following is a quantum chemistry calculation of 2 unconnected molecules or ions with the total composition C5H12O2, from the Open Molecules 2025 dataset.

XYZ file:
```
19
C5H12O2, DFT ωB97M-V/def2-TZVPD
C 0.36 1.70 0.96
C -0.22 1.49 -0.21
C -1.37 0.55 -0.45
C -1.24 -0.21 -1.76
O -1.42 -0.35 0.67
H 0.01 1.20 1.86
H 1.21 2.37 1.06
H 0.16 2.00 -1.10
H -2.31 1.13 -0.46
H -0.35 -0.85 -1.74
H -2.12 -0.83 -1.95
H -1.15 0.49 -2.60
H -2.15 -0.96 0.53
C 2.10 -1.27 0.98
O 1.05 -1.69 0.13
H 2.06 -1.74 1.97
H 3.04 -1.56 0.50
H 2.11 -0.18 1.12
H 0.23 -1.29 0.47
```

Output
SMILES string: C=C[C@@H](C)O.CO
Kohn-Sham gap, eV: 10.549
E_HOMO, eV: -9.815



#Q
The following is a quantum chemistry calculation of 2 unconnected molecules or ions with the total composition C5H12O2, from the Open Molecules 2025 dataset.

XYZ file:
```
19
C5H12O2, DFT ωB97M-V/def2-TZVPD
C 2.04 0.97 1.01
C 0.92 -0.02 1.27
C 0.50 -0.66 -0.03
O -0.80 -1.27 -0.07
C -0.58 -0.09 -0.84
C -0.71 -0.30 -2.32
H 2.90 0.48 0.54
H 1.71 1.77 0.34
H 2.39 1.43 1.94
H 1.25 -0.81 1.97
H 0.05 0.47 1.73
H 1.26 -1.25 -0.55
H -1.07 0.79 -0.41
H -0.27 -1.27 -2.59
H -1.77 -0.31 -2.60
H -0.21 0.50 -2.87
O -2.47 0.09 1.48
H -1.93 -0.65 1.13
H -3.20 0.12 0.86
```

Output
SMILES string: CC[C@H]1O[C@@H]1C.O
Kohn-Sham gap, eV: 11.556
E_HOMO, eV: -10.544



#R
The following is a quantum chemistry calculation of 3 unconnected molecules or ions with the total composition C5H12O2, from the Open Molecules 2025 dataset.

XYZ file:
```
19
C5H12O2, DFT ωB97M-V/def2-TZVPD
C -0.49 -0.01 -0.09
C -1.25 0.96 0.48
C -1.32 2.32 -0.09
C -0.38 2.72 -0.98
C -1.85 3.48 0.76
H -0.80 -1.06 -0.12
H 0.55 0.08 -0.39
H -1.80 0.77 1.40
H -0.40 3.75 -1.31
H 0.16 2.05 -1.63
H -2.57 3.09 1.50
H -2.39 4.17 0.09
H -1.20 4.13 1.35
O 5.81 -4.67 0.45
H 5.10 -4.41 -0.12
H 5.66 -4.60 1.36
O -0.64 -3.99 -0.92
H -1.20 -4.35 -1.61
H -0.99 -4.43 -0.14
```

Output
SMILES string: C=CC(=C)C.O.O
Kohn-Sham gap, eV: 8.434
E_HOMO, eV: -8.151



Relative energies, unit hartree: #P 0.0113; #Q 0.0000; #R 0.0835



#P
The following is a quantum chemistry calculation of a single C5H12O2 molecule, from the Open Molecules 2025 dataset.

XYZ file:
```
19
C5H12O2, DFT ωB97M-V/def2-TZVPD
C 0.10 -0.70 2.68
C -0.87 -0.44 1.55
C 0.19 -0.09 0.23
O 1.13 -1.13 -0.05
C -0.62 0.21 -1.03
C 0.01 1.04 -2.13
O 1.04 0.28 -2.74
H -0.30 -1.13 3.61
H 0.75 -1.43 2.16
H 0.61 0.24 2.94
H -1.61 0.37 1.72
H -1.51 -1.36 1.52
H 0.82 0.81 0.47
H 1.54 -0.83 -0.89
H -1.46 0.77 -0.64
H -0.97 -0.73 -1.47
H 0.42 1.97 -1.70
H -0.77 1.30 -2.86
H 1.50 0.87 -3.35
```

Output
SMILES string: CC[C@@H](O)CCO
Kohn-Sham gap, eV: 10.714
E_HOMO, eV: -9.955



#Q
The following is a quantum chemistry calculation of 2 unconnected molecules or ions with the total composition C5H12O2, from the Open Molecules 2025 dataset.

XYZ file:
```
19
C5H12O2, DFT ωB97M-V/def2-TZVPD
C -0.84 -0.57 0.89
C 0.00 -0.30 2.10
O 0.64 0.98 2.03
C 1.34 1.10 0.84
C 0.50 1.04 -0.39
O 0.28 -0.75 -1.42
C -0.71 -0.75 -2.43
H -0.20 -0.80 -0.44
H -1.76 0.02 0.87
H -1.12 -1.63 0.85
H 0.77 -1.08 2.21
H -0.57 -0.26 3.04
H 1.79 2.11 0.86
H 2.17 0.38 0.77
H -0.44 1.57 -0.35
H 1.08 1.21 -1.30
H -0.30 -0.30 -3.34
H -1.61 -0.19 -2.12
H -1.03 -1.77 -2.67
```

Output
Kohn-Sham gap (spin up / spin down), eV: 7.922 / 7.924
E_HOMO (spin up / spin down), eV: -7.846 / -7.846



#R
The following is a quantum chemistry calculation of 2 unconnected molecules or ions with the total composition C5H12O2, from the Open Molecules 2025 dataset.

XYZ file:
```
19
C5H12O2, DFT ωB97M-V/def2-TZVPD
C 0.50 -1.10 -2.17
C -0.63 -1.28 -1.07
C -0.32 -0.41 0.13
C 0.68 0.51 0.17
C 1.64 0.82 1.28
O 0.94 1.95 2.00
H 0.43 -1.99 -2.84
H 0.40 -0.26 -2.92
H 1.52 -1.09 -1.77
H -1.58 -1.12 -1.68
H -0.55 -2.28 -0.71
H -0.75 -0.83 1.03
H 0.78 1.11 -0.73
H 1.97 -0.08 1.91
H 2.44 1.32 0.71
H 0.72 1.65 2.93
O -2.87 1.36 1.24
H -3.39 0.55 1.33
H -1.92 1.18 1.17
```

Output
SMILES string: CC/C=C/CO.O
Kohn-Sham gap, eV: 9.737
E_HOMO, eV: -9.022



#S
The following is a quantum chemistry calculation of a single C5H12O2 molecule, from the Open Molecules 2025 dataset.

XYZ file:
```
19
C5H12O2, DFT ωB97M-V/def2-TZVPD
C -1.63 -0.61 1.35
O -0.33 -0.15 1.06
C -0.21 0.53 -0.20
C -0.35 2.04 0.01
C 1.13 0.15 -0.81
C 1.31 -1.36 -0.99
O 1.47 -2.05 0.23
H -2.33 0.21 1.52
H -1.56 -1.20 2.27
H -2.01 -1.25 0.54
H -1.01 0.17 -0.86
H 0.44 2.41 0.67
H -1.32 2.30 0.45
H -0.27 2.56 -0.95
H 1.94 0.52 -0.17
H 1.22 0.65 -1.78
H 0.45 -1.76 -1.57
H 2.21 -1.55 -1.59
H 0.86 -1.62 0.85
```

Output
SMILES string: CO[C@@H](C)CCO
Kohn-Sham gap, eV: 10.885
E_HOMO, eV: -9.879



Relative energies, unit hartree: #P 0.0239; #Q 0.1780; #R 0.0711; #S 0.0000



#P
The following is a quantum chemistry calculation of a single C5H12O2 molecule, from the Open Molecules 2025 dataset.

XYZ file:
```
19
C5H12O2, DFT ωB97M-V/def2-TZVPD
C 1.33 1.81 0.11
O 1.22 0.47 -0.40
C 0.12 -0.19 0.15
C -1.27 0.50 0.11
C 0.38 -0.76 1.61
O -0.05 -1.46 -0.50
C -0.46 -1.55 -1.91
H 0.47 2.55 0.01
H 2.29 2.19 -0.35
H 1.52 1.89 1.28
H -1.71 0.96 -0.82
H -1.22 1.51 0.72
H -1.95 -0.15 0.66
H 0.78 0.07 2.39
H 1.05 -1.67 1.63
H -0.64 -1.18 1.99
H -0.18 -2.58 -2.17
H -1.62 -1.56 -1.82
H -0.07 -0.85 -2.69
```

Output
SMILES string: COC(C)(C)OC
Kohn-Sham gap, eV: 10.638
E_HOMO, eV: -9.730



#Q
The following is a quantum chemistry calculation of 2 unconnected molecules or ions with the total composition C5H12O2, from the Open Molecules 2025 dataset.

XYZ file:
```
19
C5H12O2, DFT ωB97M-V/def2-TZVPD
C 2.63 0.42 1.58
C 1.16 0.21 1.20
C 1.18 -0.46 -0.15
O 1.21 -1.66 -0.30
H 3.14 -0.54 1.56
H 3.12 1.08 0.87
H 2.73 0.85 2.58
H 0.65 -0.44 1.93
H 0.62 1.17 1.16
H 1.21 0.23 -1.02
C -1.91 -0.27 -1.96
C -1.65 0.17 -0.53
O -2.82 0.36 0.24
H -2.24 -1.32 -1.98
H -2.69 0.35 -2.41
H -1.00 -0.20 -2.57
H -1.00 -0.56 -0.04
H -1.13 1.14 -0.52
H -3.22 -0.52 0.35
```

Output
SMILES string: CCC=O.CCO
Kohn-Sham gap, eV: 10.663
E_HOMO, eV: -9.912



Relative energies, unit hartree: #P 0.0531; #Q 0.0000